Density functional theory data (ωB97M-V/def2-TZVPD) for a 2-piece molecular cluster, C30H27N2O overall at a distorted geometry.

For the HOMO-LUMO gap, the calculation gives 5.7 eV. As for the charge: +1. Its highest occupied orbital energy is -10.27 eV. Its energy above the lowest of the compared OMol25 structures with the same formula, charge and spin is 1.264 eV. The spin multiplicity is 1. Its LUMO energy is -4.55 eV.

The geometry in XYZ format:
```
60
Properties=species:S:1:pos:R:3:forces:R:3
H 2.9639 -1.9689 2.7652 -0.1773 0.0744 -0.2796
C 3.2480 -2.0365 -2.1824 0.1589 -0.0126 0.0714
C -0.2516 -0.2185 1.0482 0.3080 -0.5509 1.2160
H -2.7628 2.7321 3.6519 0.0107 -0.3166 -0.2003
C -1.4815 0.3537 1.5252 -1.1053 0.3006 0.1608
H 3.0666 5.2321 1.6493 -0.1117 -0.3058 -0.0223
C 3.3700 3.0905 1.7042 -0.2867 0.3141 -0.1072
C 3.3184 -3.2473 -1.4831 -0.2740 -0.0791 0.0167
N 0.8989 -1.8556 -1.7362 0.6235 -0.0431 0.8183
H 2.1018 -4.7126 -0.4196 0.1042 0.1838 -0.2003
H -3.5188 1.2400 -4.8351 -0.0663 -0.2309 0.2536
C -5.1017 -0.6130 -2.4437 0.3227 0.0430 -0.1706
H 4.7292 -0.2823 2.9431 -0.0467 0.2043 -0.2114
H 1.9469 -0.4158 -2.8453 0.0610 -0.3252 0.2253
H 3.0213 -2.2088 0.9996 -0.0228 0.1512 0.1920
O -1.7744 -2.7330 -1.0556 0.2396 0.7525 -0.6142
H 4.9897 -0.3898 1.1822 -0.1429 0.2414 0.2097
C -3.9940 -1.2857 -1.9288 -0.0743 0.2750 0.0966
H -4.8094 0.3190 0.7079 0.2639 0.0036 0.2684
H 4.2606 -3.7778 -1.3654 -0.1873 0.1540 -0.0773
H -4.1299 -2.0306 -1.1430 0.1275 0.2067 -0.2066
H 5.1798 1.1775 2.0173 -0.0828 -0.3049 0.0227
C -3.9195 1.6337 2.1867 0.3415 -0.1578 -0.3151
C 2.0586 -1.3560 -2.3055 -0.5362 -0.3549 0.4318
C -2.5409 -0.0984 -3.4502 -0.1905 0.0790 0.2938
C 0.5794 2.9284 1.1484 0.2587 0.5533 -0.1123
H -5.7999 0.8399 -3.8888 0.2801 -0.1392 0.0959
C 2.7078 1.8748 1.5954 -0.6840 0.2469 -0.1139
C 2.5969 4.2529 1.5553 0.0841 -0.4815 0.0473
H -0.1283 -0.0726 -2.1549 0.0842 -0.4380 -0.0134
H -2.7153 -0.9690 0.3501 -0.0534 0.3974 0.0234
C 1.2191 4.1686 1.2865 -0.0266 -0.4276 -0.1523
C -2.7211 -0.0869 0.9907 0.4955 0.0409 -0.3307
C -4.9343 0.3158 -3.4809 0.2911 -0.2066 0.0892
N 3.2079 0.5802 1.7571 -0.5537 -0.8600 -0.0597
C 2.2165 -0.3319 1.6141 0.3406 1.1172 -0.7006
C -1.5338 -1.6743 -1.6914 -0.7689 -0.6178 0.6100
H -0.4804 2.8520 0.9142 0.2629 0.2496 0.0800
H 0.0090 -3.4713 -0.7261 0.0040 0.3353 -0.0425
H 4.1397 -1.6091 -2.6371 -0.2353 -0.0841 0.0699
H 1.4614 -2.2573 1.8425 0.2895 -0.0992 0.0538
H 4.4410 3.1165 1.8994 -0.2933 0.2403 -0.0346
C 0.9473 -3.0827 -1.1008 0.1720 0.3500 -0.2610
C -2.6971 -0.9841 -2.3751 -0.0864 -0.0123 -0.0825
H -1.5391 0.0837 -3.8415 -0.3277 0.0363 -0.0061
C -3.6554 0.5456 -4.0037 0.0117 -0.1043 0.1905
C -1.5483 1.3191 2.5710 0.0923 0.1247 -0.2741
C 4.6047 0.2492 1.9902 0.2045 -0.1591 0.1199
C -0.2493 -1.0589 -1.7069 -0.2436 0.1958 -1.3546
H -4.8479 2.1651 2.3948 0.2498 -0.1272 -0.0422
C 0.9971 0.3464 1.3149 0.1168 0.1630 -0.1177
C -3.8992 0.5988 1.2416 -0.1335 0.0140 0.3212
H -6.0892 -0.8128 -2.0257 0.2318 0.0345 -0.2276
H 0.6367 5.0834 1.1766 0.1838 -0.2451 0.0063
C 2.4384 -1.7656 1.8191 -0.1073 -0.6439 0.0936
C -2.7442 1.9644 2.8758 0.1418 -0.2871 0.0168
H -0.3010 -1.2084 0.5969 -0.0691 -0.0018 0.4222
C 2.1355 -3.7703 -0.9632 0.2657 0.1598 -0.3399
C 1.3236 1.7684 1.3309 0.5643 0.3460 0.4590
H -0.6475 1.5544 3.1437 -0.2992 0.0282 -0.3057
```
Positions in Å, forces in eV/Å.